#i
This record from the OMol25 dataset describes a single C6H7N molecule. The level of theory is the ωB97M-V functional and the def2-TZVPD basis.

```
14
Properties=species:S:1:pos:R:3:nbo_charge:R:1
H -0.305 1.853 1.152 0.2250
C 1.671 0.536 -0.003 0.2636
C 0.233 -1.307 0.032 -0.0332
H 0.251 -3.487 -0.020 0.2221
H 0.082 0.367 2.148 0.2371
C 0.121 -2.488 -0.031 -0.1740
N 2.789 0.784 0.033 -0.3451
C 0.070 0.115 -0.034 -0.1207
H -0.580 -0.309 -1.883 0.2389
C -0.604 0.589 -1.277 -0.6101
H -1.547 0.412 1.204 0.2174
H -0.009 1.417 -1.663 0.2429
H -1.636 0.802 -0.928 0.2212
C -0.536 0.716 1.270 -0.5852
```

Properties
Kohn-Sham gap (eV): 11.4211
Multiplicity: 1

#ii
This record from the OMol25 dataset describes a single C6H7N molecule. The level of theory is the ωB97M-V functional and the def2-TZVPD basis.

```
14
Properties=species:S:1:pos:R:3:nbo_charge:R:1
H 1.294 -1.136 -0.037 0.2320
C -0.761 -1.675 0.261 -0.5940
N 0.412 2.866 -0.681 -0.3444
H -0.839 -2.276 -0.653 0.2107
C 0.071 0.304 -1.131 -0.5020
H -0.970 0.186 -1.453 0.2501
H 0.709 0.015 -1.971 0.2540
H -1.731 -1.203 0.448 0.2147
C 0.340 -0.617 0.123 -0.2713
C 0.596 1.392 1.766 -0.1958
C 0.276 1.736 -0.889 0.3144
H -0.549 -2.353 1.092 0.2249
H 0.674 2.458 1.860 0.2560
C 0.478 0.302 1.264 -0.0494
```

Properties
Kohn-Sham gap (eV): 10.8377
Multiplicity: 1

#ii is favored, and the nearest alternative lies 14.1 kcal/mol above it.

#i
This record from the OMol25 dataset describes 2 unconnected molecules or ions with the total composition C3H9N2S. The level of theory is the ωB97M-V functional and the def2-TZVPD basis.

```
15
Properties=species:S:1:pos:R:3:nbo_charge:R:1
C 3.644 0.088 0.073 -0.6865
H 4.378 -0.393 -0.538 0.2418
H -1.471 0.538 -1.550 0.2475
C -1.941 0.837 -0.646 -0.6980
H -1.475 0.131 1.404 0.2716
H -3.022 0.695 -0.806 0.2724
H -1.773 1.778 -0.179 0.2702
H -1.698 -1.548 -1.099 0.4305
S 2.086 -0.289 -0.384 0.9935
H -1.661 -2.131 0.614 0.4424
H 3.839 0.831 0.858 0.2444
N -1.664 -1.451 -0.103 -0.6476
N 1.060 0.322 0.607 -1.1317
C -1.654 -0.230 0.309 0.3655
H 1.352 0.820 1.441 0.3841
```

Properties
Kohn-Sham gap (eV): 7.9776
Multiplicity: 1
Charge: +1

#ii
This record from the OMol25 dataset describes 2 unconnected molecules or ions with the total composition C3H9N2S. The level of theory is the ωB97M-V functional and the def2-TZVPD basis.

```
15
Properties=species:S:1:pos:R:3:nbo_charge:R:1
C 0.623 1.637 -0.541 0.1195
H 1.143 -1.091 1.346 0.2489
S 0.882 -2.700 -0.368 0.1603
H -0.006 3.414 0.036 0.3898
H 1.597 2.105 -0.628 0.2187
H -0.657 0.025 -0.942 0.2029
C 0.365 -1.395 0.685 0.0420
N -0.344 2.558 -0.091 -0.7541
H 1.153 -0.202 -1.402 0.2441
H -0.154 -3.446 -0.766 0.1679
H -1.322 2.432 -0.334 0.4032
H -1.185 -0.628 2.054 0.4603
N -0.887 -1.291 1.191 -0.7174
H -1.532 -1.760 0.692 0.3963
C 0.326 0.342 -0.932 -0.5825
```

Properties
Kohn-Sham gap (eV): 7.6422
Multiplicity: 1
Charge: +1

#ii is favored, and the nearest alternative lies 7.8 kcal/mol above it.

#i
This record from the OMol25 dataset describes a molecular structure, C4H12NO3. The level of theory is the ωB97M-V functional and the def2-TZVPD basis.

```
20
Properties=species:S:1:pos:R:3:nbo_charge:R:1
H -1.349 0.516 1.086 0.1265
H 0.299 1.179 -0.840 0.2404
O 1.360 3.030 0.641 -0.7650
N 0.721 -1.805 -0.329 -0.8726
C 1.007 0.701 -0.140 -0.4523
O -2.486 -2.232 -1.237 -1.1783
H -3.423 -2.168 -1.500 0.4261
C 1.521 1.656 0.968 -0.0472
H 0.936 3.248 -0.189 0.4723
H 0.905 -0.709 1.439 0.1588
H -2.022 -1.069 -1.237 0.4908
C -1.105 -0.341 0.419 -0.0851
C 0.400 -0.585 0.461 -0.0782
H -0.138 -2.304 -0.523 0.3958
H 1.270 -1.575 -1.139 0.3480
O -1.621 -0.030 -0.837 -0.8636
H 2.607 1.587 1.135 0.1550
H 0.958 1.537 1.891 0.1610
H -1.720 -1.211 0.731 0.1864
H 1.880 0.576 -0.800 0.1811
```

Properties
Kohn-Sham gap (eV): 7.4787
Multiplicity: 1
Charge: -1

#ii
This record from the OMol25 dataset describes a molecular structure, C4H12NO3. The level of theory is the ωB97M-V functional and the def2-TZVPD basis.

```
20
Properties=species:S:1:pos:R:3:nbo_charge:R:1
C -0.215 -1.232 -1.292 -0.4328
C 0.073 -0.202 1.044 -0.0665
O -0.468 1.058 0.791 -0.8884
H 1.947 0.011 -1.515 0.3532
C 0.737 -0.906 -0.126 -0.0695
H -2.176 -0.278 -1.262 0.1142
H 0.996 -1.902 0.298 0.1532
H 2.109 0.537 0.018 0.3603
H -1.378 -0.297 -2.815 0.1267
H -0.822 -2.122 -1.113 0.1901
N 2.017 -0.299 -0.544 -0.8545
H -0.753 -0.910 1.312 0.1181
O 0.129 1.850 3.233 -1.0069
H 0.452 -1.371 -2.161 0.1789
H -0.663 2.226 3.652 0.4443
H 0.698 -0.185 1.945 0.1609
O -0.738 1.190 -1.589 -0.8384
H -0.139 1.723 2.285 0.5111
H -0.615 1.215 -0.425 0.4882
C -1.191 -0.104 -1.737 -0.0422
```

Properties
Kohn-Sham gap (eV): 8.1989
Multiplicity: 1
Charge: -1

#ii is favored, and the nearest alternative lies 18.9 kcal/mol above it.

#i
This record from the OMol25 dataset describes 2 unconnected molecules or ions with the total composition C6H14NO. The level of theory is the ωB97M-V functional and the def2-TZVPD basis.

```
22
Properties=species:S:1:pos:R:3:nbo_charge:R:1
C 1.030 1.267 -1.251 -0.2660
H -1.717 -1.662 1.109 0.4414
H 1.357 -2.162 -1.898 0.1989
H 1.515 -1.868 0.354 0.2486
H 1.786 -0.699 -2.904 0.2080
H -3.891 0.781 2.342 0.5006
C 1.202 -0.154 -0.942 -0.1065
H 1.583 1.890 -0.617 0.2103
C 1.344 -0.765 0.441 -0.4422
O -2.957 0.597 2.434 -0.9717
H 0.906 2.808 -2.651 0.2112
C 0.576 1.784 -2.418 -0.3351
H -3.009 -0.050 3.276 0.4969
N -1.220 -0.715 0.840 -0.7301
C 1.487 -1.004 -1.946 -0.3197
H 2.232 -0.164 0.869 0.2527
H -1.755 0.079 1.163 0.4721
H -0.102 0.643 1.508 0.2139
H 0.322 1.373 -3.427 0.2239
C 0.172 -0.399 1.449 -0.2192
H 0.451 -0.786 2.487 0.2575
H -1.313 -0.794 -0.216 0.4546
```

Properties
Kohn-Sham gap (eV): 8.9765
Multiplicity: 1
Charge: +1

#ii
This record from the OMol25 dataset describes a gas-phase ion, C6H14NO (charge +1). The level of theory is the ωB97M-V functional and the def2-TZVPD basis.

```
22
Properties=species:S:1:pos:R:3:nbo_charge:R:1
C 1.186 0.491 -1.857 -0.2194
H -0.154 2.319 2.173 0.4874
C -0.933 -0.549 1.332 -0.2001
H 2.256 0.107 -0.081 0.4443
N 1.814 0.961 -0.484 -0.6852
H 1.898 0.741 -2.703 0.2543
C -1.355 -1.081 0.061 -0.1640
C 0.564 -0.891 -1.834 -0.4806
C -1.471 0.758 1.730 -0.1141
H -2.089 0.972 2.634 0.1985
O -0.143 1.419 1.901 -0.7872
H -2.235 -0.937 -0.498 0.2130
H -2.041 1.358 1.080 0.1889
H -0.028 -0.949 1.818 0.2271
H 0.408 -2.317 0.011 0.2166
H 1.032 1.385 0.018 0.4759
H -0.235 -0.943 -2.554 0.2539
H 2.554 1.559 -0.626 0.4246
H -0.803 -2.602 -1.213 0.2332
C -0.273 -1.784 -0.706 -0.4235
H 1.224 -1.635 -2.295 0.2367
H 0.349 1.198 -1.937 0.2196
```

Properties
Kohn-Sham gap (eV): 9.0576
Multiplicity: 1
Charge: +1

#i is favored, and the nearest alternative lies 5.1 kcal/mol above it.

#i
This record from the OMol25 dataset describes 2 unconnected molecules or ions with the total composition C6H14NO. The level of theory is the ωB97M-V functional and the def2-TZVPD basis.

```
22
Properties=species:S:1:pos:R:3:nbo_charge:R:1
O 1.716 0.213 -0.632 -0.6050
C 0.009 1.883 -0.234 -0.5244
C -0.962 -1.711 0.282 0.1379
H -3.029 -1.609 0.099 0.2420
H -0.431 1.237 0.526 0.2162
H 0.675 -2.942 -0.044 0.4362
H 1.009 -1.292 -0.263 0.4781
H -0.707 1.902 -1.072 0.2487
H 1.795 2.005 -1.492 0.1395
H -0.505 -2.204 2.301 0.2443
H 0.847 3.260 1.201 0.2201
C -0.768 -1.329 1.711 -0.6711
H 0.209 -2.145 -1.405 0.4386
H 0.037 -0.608 1.815 0.2323
H -2.147 -2.177 -1.401 0.2194
H -0.709 3.755 0.558 0.2360
H 0.754 3.927 -0.428 0.2232
C 0.239 3.300 0.295 -0.6016
N 0.309 -2.055 -0.390 -0.7166
H -1.681 -0.911 2.113 0.2578
C -2.088 -1.853 -0.376 -0.3541
C 1.249 1.317 -0.817 0.5024
```

Properties
Kohn-Sham gap (eV): 11.1049
Multiplicity: 1
Charge: +1

#ii
This record from the OMol25 dataset describes 2 unconnected molecules or ions with the total composition C6H14NO. The level of theory is the ωB97M-V functional and the def2-TZVPD basis.

```
22
Properties=species:S:1:pos:R:3:nbo_charge:R:1
H 2.180 -0.387 -3.191 0.5006
H -0.728 -1.456 0.783 0.2489
C -0.128 -0.843 0.100 -0.1113
C -0.368 0.262 -0.643 -0.0456
C 1.441 -2.710 -0.210 0.0649
H -1.275 2.037 3.039 0.2338
H -0.172 0.904 2.284 0.1924
H -2.793 1.786 1.119 0.2241
H -2.277 0.987 -1.088 0.2453
H 1.126 -3.207 0.673 0.2157
O 2.489 -1.008 -2.523 -0.9439
H -2.250 0.224 1.577 0.2150
H -0.121 2.514 1.647 0.2135
N 1.029 -1.485 -0.380 -0.3922
H 2.323 -2.995 -0.747 0.2305
H 1.483 -1.000 -1.133 0.4458
C -1.939 1.129 1.097 -0.4161
H 0.257 0.463 -1.517 0.2026
H -1.225 2.293 -0.499 0.2444
C -0.797 1.741 2.056 -0.6175
C -1.501 1.263 -0.337 -0.4468
H 3.247 -0.510 -2.107 0.4959
```

Properties
Kohn-Sham gap (eV): 9.0365
Multiplicity: 1
Charge: +1

#i is favored, and the nearest alternative lies 32.2 kcal/mol above it.

#i
This record from the OMol25 dataset describes a single C4H5NO molecule. The level of theory is the ωB97M-V functional and the def2-TZVPD basis.

```
11
Properties=species:S:1:pos:R:3:nbo_charge:R:1
H -1.827 0.527 0.442 0.2373
H 0.815 1.380 0.870 0.2178
O -1.652 2.295 1.974 -0.2025
C -0.411 -0.553 -0.416 0.0943
H 0.679 0.200 2.081 0.2190
N -0.453 2.029 2.147 0.0511
C 0.066 0.932 1.394 -0.3016
C 0.032 -1.206 -1.394 -0.4646
H 0.140 -2.278 -1.454 0.2190
H 0.452 -0.741 -2.276 0.2202
C -0.836 0.262 0.422 -0.2900
```

Properties
Kohn-Sham gap (spin up / spin down) (eV): 9.2032 / 8.8566
Multiplicity: 3

#ii
This record from the OMol25 dataset describes a single C4H5NO molecule. The level of theory is the ωB97M-V functional and the def2-TZVPD basis.

```
11
Properties=species:S:1:pos:R:3:nbo_charge:R:1
C -0.265 1.137 -0.553 0.1719
C 0.699 0.334 -0.111 -0.1713
C -0.726 -1.482 0.692 -0.2848
H 1.310 -1.387 0.839 0.4197
H 0.885 2.494 -1.250 0.4761
N 0.495 -0.897 0.510 -0.4327
O -0.061 2.337 -1.162 -0.6400
C -2.018 -1.494 0.662 -0.1687
H 1.744 0.597 -0.217 0.1991
H -0.748 -2.537 1.058 0.2094
H -1.314 0.897 -0.469 0.2211
```

Properties
Kohn-Sham gap (spin up / spin down) (eV): 6.4812 / 7.2044
Multiplicity: 3

#i is favored, and the nearest alternative lies 31.4 kcal/mol above it.